[1]
Formula: C4H5NO2
Source: the Open Molecules 2025 dataset
Level of theory: ωB97M-V with the def2-TZVPD basis set

Geometry as XYZ:
```
12
Properties=species:S:1:pos:R:3:forces:R:3
O -0.9414 2.4203 -0.4486 0.20 -0.39 0.19
C -0.4740 1.3947 -0.0437 -0.24 0.28 -0.17
C -1.1670 0.0812 0.2578 -0.09 0.14 -0.02
C -0.4345 -0.9421 -0.5185 -0.03 -0.01 -0.05
N 0.8825 -0.9713 -0.2100 -0.06 0.09 0.23
C 1.4896 0.0900 0.2957 -0.15 -0.30 0.07
O 0.8987 1.2956 0.1288 -0.01 0.01 -0.07
H -1.0671 -0.1221 1.3448 0.02 0.11 -0.15
H -2.2215 0.1476 -0.0051 0.15 0.07 0.02
H -0.8230 -1.6193 -1.2615 -0.02 -0.05 0.25
H 1.3472 -1.8696 -0.1826 0.43 0.14 -0.34
H 2.5103 0.0949 0.6429 -0.20 -0.09 0.03
```
Positions in Å, forces in eV/Å.

As for the LUMO energy (alpha / beta): 0.65 / 0.65 eV. The calculation puts the HOMO-LUMO gap (alpha / beta) at 7.690 / 7.692 eV. Its total energy is -9811.9645 eV. The calculation puts the energy above the lowest of the compared OMol25 structures with the same formula, charge and spin at 2.350 eV.

[2]
Formula: C3H8N4O3
Source: the Open Molecules 2025 dataset
Level of theory: ωB97M-V with the def2-TZVPD basis set

Geometry as XYZ:
```
18
Properties=species:S:1:pos:R:3:forces:R:3
C 0.4825 -1.1589 -1.0950 1.05 -1.78 -0.01
C 1.4235 -1.7866 0.0036 -2.56 -0.39 1.69
C -0.8423 0.6052 -0.2200 -1.71 2.20 2.55
N -2.0391 0.9011 0.5722 0.28 -3.14 -1.90
N -0.7410 -0.6516 -0.5686 0.71 0.41 -0.47
N -2.3756 2.0732 0.8090 1.91 1.28 1.13
N 2.2857 -0.7919 0.5965 0.39 2.02 0.40
O -3.3811 2.3897 1.3746 -0.29 0.28 -0.38
O -1.4529 3.0900 0.6516 -0.55 1.01 0.02
O 0.0102 1.4554 -0.3927 1.39 0.38 -0.88
H 1.0666 -0.3654 -1.5482 -0.32 0.20 -0.41
H 0.2170 -1.9126 -1.8695 0.39 0.42 0.46
H 0.7160 -2.3010 0.7787 1.49 0.57 -1.30
H 2.0870 -2.4740 -0.4652 0.07 -1.16 -0.47
H -1.4612 -1.2715 -0.3504 -1.27 -0.87 0.45
H 2.2680 -0.1010 -0.1892 0.84 0.25 2.25
H 2.3123 -0.4282 1.6247 -0.80 -0.99 -3.09
H -0.5755 2.7281 0.2882 -1.03 -0.69 -0.03
```
Positions in Å, forces in eV/Å.

As for the LUMO energy: 0.17 eV. The calculation puts the HOMO-LUMO gap at 9.319 eV. Its total energy is -15339.5074 eV. The calculation puts the energy above the lowest of the compared OMol25 structures with the same formula, charge and spin at 1.948 eV.

[3]
Formula: C30H28AsBr2NO2PV
Source: the Open Molecules 2025 dataset
Level of theory: ωB97M-V with the def2-TZVPD basis set

Geometry as XYZ:
```
66
Properties=species:S:1:pos:R:3:forces:R:3
V -0.0931 1.2700 -0.9861 1.13 1.61 0.96
Br 4.6567 -0.2636 -1.2959 -0.13 -0.16 -0.13
C 3.0902 -1.0131 -2.0452 -0.77 1.20 0.58
C 3.1413 -2.1717 -2.8069 -0.52 -0.58 -0.56
C 1.9881 -2.7311 -3.3155 0.56 -0.10 -0.03
Br 2.1173 -4.3189 -4.3386 0.02 0.05 0.07
C 0.7198 -2.1660 -3.0683 -0.04 0.35 0.20
C -0.5252 -2.6893 -3.4713 -0.22 0.32 0.26
C -1.6758 -2.0473 -3.0663 0.26 -0.34 -0.31
C -1.6040 -0.8909 -2.2923 0.23 0.23 0.14
N -0.4440 -0.3541 -1.9246 -1.34 -1.74 -1.26
C 0.6967 -0.9798 -2.2971 0.66 -0.71 -0.30
C 1.8728 -0.3859 -1.7658 1.02 -1.68 -1.28
O 1.7184 0.6623 -1.0227 -0.09 1.55 0.67
H 4.0927 -2.6408 -2.9914 0.13 -0.08 -0.06
H -0.5682 -3.5896 -4.0648 0.00 -0.05 -0.04
H -2.6439 -2.4256 -3.3508 -0.10 -0.06 0.00
H -2.5032 -0.3896 -1.9465 0.08 -0.06 -0.11
C 0.5814 0.9820 5.6744 0.03 -0.07 0.02
C 0.9936 -0.2331 5.1536 0.00 0.01 0.08
C 0.8600 -0.4926 3.8001 0.01 -0.11 -0.32
C 0.3187 0.4732 2.9576 0.02 0.04 -0.15
C -0.0635 1.7066 3.4814 0.02 -0.01 -0.36
C 0.0648 1.9564 4.8364 -0.03 0.08 0.03
As -0.1603 0.0792 1.0999 -0.71 -0.63 1.97
C -2.0462 -0.2730 1.4036 -0.02 -0.08 0.03
C -2.5008 -1.1641 2.3708 0.21 0.00 -0.04
C -3.8597 -1.3635 2.5434 0.03 -0.05 0.02
C -4.7726 -0.6702 1.7626 0.03 0.04 0.01
C -4.3289 0.2398 0.8171 -0.17 0.09 -0.09
C -2.9702 0.4390 0.6453 0.45 0.03 -0.11
C 0.6274 -1.6692 0.8323 0.15 -0.04 -0.17
C -0.1057 -2.7552 0.3655 -0.36 0.20 0.14
C 0.5405 -3.9211 -0.0154 -0.02 -0.01 0.04
C 1.9210 -4.0047 0.0567 -0.02 0.01 -0.02
C 2.6574 -2.9306 0.5296 0.01 -0.02 0.17
C 2.0156 -1.7666 0.9140 -0.11 0.26 0.22
H 0.6600 1.1653 6.7350 0.04 0.06 0.08
H 1.4094 -0.9857 5.8058 0.04 -0.08 0.05
H 1.1760 -1.4502 3.3970 -0.07 0.08 0.10
H -0.4728 2.4680 2.8171 0.00 -0.08 0.16
H -0.2445 2.9039 5.2500 -0.04 0.12 -0.01
H -1.7815 -1.6909 2.9911 -0.10 -0.02 -0.03
H -4.2090 -2.0613 3.2881 -0.04 -0.07 0.10
H -5.8310 -0.8264 1.9045 -0.09 -0.02 -0.01
H -5.0441 0.7895 0.2222 -0.02 0.06 -0.04
H -2.6011 1.1699 -0.0855 -0.26 -0.08 0.08
H -1.1898 -2.6867 0.3047 0.12 -0.05 -0.03
H -0.0313 -4.7673 -0.3658 -0.08 -0.05 -0.06
H 2.4229 -4.9046 -0.2634 0.06 -0.11 0.00
H 3.7324 -2.9990 0.5964 0.12 0.02 -0.01
H 2.5843 -0.9080 1.2690 0.05 -0.18 -0.11
C 0.1961 3.9597 -0.2485 -0.32 -0.27 -0.72
P 0.0890 3.6811 -2.0607 1.45 2.46 0.07
C 1.7942 3.4091 -2.6451 -0.50 0.03 0.14
C -0.5644 5.1896 -2.8311 0.13 -0.58 0.18
O -0.8301 2.5289 -2.3390 -1.21 -1.12 -0.28
H 0.7231 4.8858 -0.0175 0.14 -0.13 -0.03
H 0.7347 3.1156 0.2205 -0.04 0.14 0.13
H -0.8217 4.0241 0.1544 0.21 -0.01 -0.01
H 2.3726 4.3280 -2.5757 -0.01 0.11 -0.03
H 1.7639 3.0719 -3.6830 -0.02 0.06 0.02
H 2.2745 2.6382 -2.0348 -0.09 0.09 -0.09
H 0.1165 6.0237 -2.6965 0.08 0.11 0.03
H -1.5344 5.4209 -2.3921 0.01 0.01 0.03
H -0.7056 4.9981 -3.8953 0.04 0.00 0.00
```
Positions in Å, forces in eV/Å.

As for the LUMO energy (alpha / beta): -3.18 / -3.08 eV. As for the net charge: +1. The calculation puts the HOMO-LUMO gap (alpha / beta) at 7.060 / 6.585 eV. Its total energy is -273045.6266 eV. As for the spin multiplicity: 2.

[4]
Formula: C38H37N6OPRe
Source: the Open Molecules 2025 dataset
Level of theory: ωB97M-V with the def2-TZVPD basis set

Geometry as XYZ:
```
84
Properties=species:S:1:pos:R:3:forces:R:3
Re -0.3508 0.0328 -0.3759 -0.74 -0.39 -0.26
C 2.6320 -1.0991 -3.3765 -0.05 -0.03 -0.02
C 3.8309 -0.9836 -2.6931 0.06 0.00 0.03
C 3.8115 -0.6101 -1.3525 0.11 -0.07 -0.06
C 2.6025 -0.3722 -0.7401 -0.12 -0.04 0.08
N 1.4268 -0.4794 -1.4119 0.04 0.31 -0.12
C 1.4497 -0.8298 -2.7130 0.10 0.02 0.12
C 2.4477 0.0712 0.6534 -0.22 0.01 0.00
C 3.4348 0.1370 1.6122 0.10 0.06 0.11
C 3.1063 0.6239 2.8732 0.02 0.00 0.01
C 1.8153 1.0712 3.1402 0.11 0.04 0.06
C 0.8629 0.9797 2.1502 -0.02 -0.03 -0.25
N 1.1823 0.4505 0.9375 0.21 -0.01 0.42
C -0.5272 1.4620 2.2212 0.04 -0.11 -0.02
C -1.0774 2.1677 3.2653 -0.11 0.07 0.10
C -2.3963 2.6085 3.1646 0.08 -0.01 0.03
C -3.1175 2.3426 2.0121 -0.06 -0.01 -0.02
C -2.5049 1.6474 0.9871 0.03 0.00 -0.02
N -1.2442 1.2001 1.1007 0.30 0.25 -0.18
H 2.6006 -1.3967 -4.4162 0.00 0.01 0.01
H 4.7723 -1.1764 -3.1922 0.00 0.00 0.00
H 4.7365 -0.4984 -0.8035 -0.01 -0.01 0.00
H 0.5009 -0.9189 -3.2170 -0.01 0.03 -0.04
H 4.4446 -0.1823 1.3950 -0.01 0.00 0.01
H 3.8640 0.6740 3.6457 0.00 0.00 -0.01
H 1.5724 1.4909 4.1069 0.00 0.00 -0.01
H -0.4958 2.3900 4.1495 0.00 -0.01 -0.01
H -2.8440 3.1699 3.9751 0.00 0.00 0.00
H -4.1375 2.6815 1.8902 0.01 0.00 0.02
H -3.0252 1.4313 0.0609 0.03 0.03 -0.03
N -2.0669 -2.5961 -0.1198 -0.05 -0.19 0.11
P -0.8712 -1.9700 0.9252 0.26 0.09 0.02
C 0.3298 -3.2532 1.1877 0.08 -0.12 0.05
C 1.4167 -3.4055 0.3162 -0.06 -0.02 0.00
C 2.2799 -4.4767 0.4605 -0.03 0.00 0.03
C 2.0609 -5.4095 1.4690 -0.02 0.00 0.00
C 0.9735 -5.2771 2.3240 -0.01 -0.02 0.03
C 0.1037 -4.2067 2.1904 0.06 -0.01 -0.03
C -1.7115 -1.6324 2.4637 -0.12 -0.07 0.12
C -3.1017 -1.4898 2.5048 0.02 0.02 -0.01
C -3.7354 -1.2485 3.7150 0.04 0.02 0.04
C -2.9863 -1.1383 4.8805 0.00 0.00 -0.01
C -1.6002 -1.2587 4.8406 -0.02 0.00 0.01
C -0.9586 -1.5072 3.6382 -0.03 0.00 -0.03
C -2.2509 -2.1046 -1.3582 0.07 0.31 -0.12
C -3.0510 -2.7720 -2.2946 -0.07 -0.02 0.00
C -3.2242 -2.2318 -3.5347 -0.04 0.00 -0.11
C -2.6041 -0.9999 -3.8697 -0.08 -0.04 -0.04
C -1.8317 -0.3862 -2.9532 -0.06 -0.17 0.20
N -1.6205 -0.9103 -1.6698 0.07 -0.16 -0.09
H -2.5254 -3.4740 0.1043 0.02 0.01 -0.05
H 1.5697 -2.7122 -0.4973 0.00 0.02 -0.02
H 3.1160 -4.5995 -0.2151 -0.01 0.00 0.00
H 2.7316 -6.2515 1.5787 0.00 0.00 0.01
H 0.7982 -6.0144 3.0962 0.00 0.00 -0.01
H -0.7450 -4.1285 2.8566 -0.01 0.03 0.03
H -3.6994 -1.5944 1.6067 0.01 -0.01 0.01
H -4.8140 -1.1704 3.7537 0.00 -0.01 0.00
H -3.4859 -0.9771 5.8270 0.01 0.00 0.00
H -1.0254 -1.1893 5.7550 0.00 -0.01 0.00
H 0.1175 -1.6379 3.6239 0.01 -0.06 -0.01
H -3.5161 -3.7102 -2.0213 0.01 0.01 0.01
H -3.8366 -2.7481 -4.2647 0.00 0.03 0.00
H -2.7525 -0.5450 -4.8391 -0.01 -0.03 -0.01
H -1.3511 0.5571 -3.1467 0.04 0.02 0.01
O -0.4398 1.7284 -1.5537 0.18 0.54 -0.27
C -0.3243 2.9970 -1.6099 -0.21 -0.39 0.14
C -1.1021 3.7894 -2.5972 -0.01 -0.02 0.01
C -0.0412 4.4152 -3.5593 0.01 0.00 0.00
C 1.2924 3.6406 -3.6988 -0.04 -0.05 0.10
C 2.3527 3.8957 -2.6057 -0.07 0.10 -0.07
C 2.0376 3.2539 -1.2585 -0.11 0.00 0.00
N 0.6277 3.6218 -0.9116 0.16 0.08 0.08
H -1.6812 4.5669 -2.0921 0.03 0.05 -0.03
H -1.8059 3.1447 -3.1201 0.01 -0.02 0.01
H 0.1708 5.4385 -3.2447 0.01 0.00 -0.01
H -0.5095 4.4940 -4.5387 -0.01 0.01 0.00
H 1.7304 3.9285 -4.6528 0.03 0.03 0.00
H 1.0964 2.5616 -3.7851 0.01 0.02 -0.03
H 2.4607 4.9749 -2.4614 0.03 0.00 -0.03
H 3.3273 3.5405 -2.9452 0.01 -0.01 0.01
H 2.6989 3.5933 -0.4645 -0.01 0.03 0.01
H 2.0868 2.1683 -1.3176 -0.01 -0.05 0.01
H 0.5169 4.6313 -0.9660 0.05 -0.01 -0.02
```
Positions in Å, forces in eV/Å.

As for the LUMO energy (alpha / beta): -13.82 / -13.45 eV. As for the net charge: +4. The calculation puts the HOMO-LUMO gap (alpha / beta) at 5.503 / 5.867 eV. Its total energy is -62378.9463 eV. As for the spin multiplicity: 2.

[5]
Formula: C16H34F3N5O6PRu
Source: the Open Molecules 2025 dataset
Level of theory: ωB97M-V with the def2-TZVPD basis set

Geometry as XYZ:
```
66
Properties=species:S:1:pos:R:3:forces:R:3
Ru 0.0646 0.4492 -0.4171 -0.06 -0.12 0.02
C 3.8162 3.1618 -3.2868 0.01 0.00 0.00
N 3.4822 2.2050 -2.2311 -0.02 -0.03 -0.04
C 4.6145 1.4149 -1.7367 0.00 0.01 0.02
C 2.2715 2.0051 -1.7785 -0.09 0.00 0.03
O 2.0234 1.1311 -0.8961 0.11 0.07 -0.03
C 1.1060 2.8189 -2.3240 0.02 -0.03 -0.01
O -0.0091 2.5427 -1.4879 0.10 0.02 0.00
C -1.2663 2.8953 -2.0387 -0.08 0.02 0.00
C -2.3199 2.1047 -1.2769 0.00 -0.08 0.03
O -1.9363 1.2258 -0.4494 -0.01 0.11 -0.08
N -3.5893 2.3399 -1.4960 0.03 0.00 0.03
C -4.6305 1.5972 -0.7820 -0.03 -0.04 0.02
C -4.0904 3.3321 -2.4462 -0.02 0.02 -0.05
H 4.5982 3.8288 -2.9280 0.00 0.01 0.00
H 4.1856 2.6172 -4.1550 0.01 0.01 0.00
H 2.9585 3.7536 -3.5864 0.00 0.00 0.00
H 5.0994 0.9263 -2.5802 -0.01 0.00 -0.01
H 5.3255 2.0836 -1.2535 0.01 -0.01 0.00
H 4.2671 0.6725 -1.0290 0.00 0.00 0.00
H 1.3201 3.8885 -2.3117 0.01 0.00 0.03
H 0.9003 2.4972 -3.3502 -0.01 0.01 0.00
H -1.4275 3.9691 -1.9252 0.00 0.00 -0.01
H -1.3119 2.6286 -3.0992 0.02 -0.02 0.01
H -4.1807 0.8468 -0.1436 0.01 0.01 0.00
H -5.2135 2.2924 -0.1791 0.00 0.00 -0.01
H -5.2859 1.1190 -1.5083 0.00 0.01 -0.01
H -3.2875 3.8574 -2.9513 0.01 0.00 0.01
H -4.6987 2.8300 -3.1976 0.00 -0.01 0.02
H -4.7094 4.0553 -1.9174 0.01 0.00 0.01
F -0.2214 -1.7346 -4.7161 -0.01 -0.03 0.03
C -0.2582 -2.2939 -3.5146 0.02 0.02 -0.02
F 0.7273 -3.1801 -3.4111 -0.02 0.00 -0.01
F -1.4271 -2.9207 -3.3566 0.01 0.01 -0.01
C -0.1241 -1.2291 -2.4079 -0.01 0.04 -0.06
O 0.0974 -1.6278 -1.2320 -0.03 0.04 0.10
O -0.2585 -0.0140 -2.6713 0.01 -0.03 -0.05
C 2.1829 -2.5900 3.7509 0.03 -0.02 0.08
N 1.6239 -2.0759 2.5041 0.08 0.00 -0.02
C 2.4358 -2.3277 1.3178 0.06 -0.04 -0.10
P 0.1422 -1.4352 2.3763 -0.16 0.03 -0.01
O 0.2247 -0.1612 1.4829 0.03 -0.02 0.04
N -0.4374 -0.9657 3.8167 0.04 0.02 -0.08
C 0.0828 0.2362 4.4713 -0.02 -0.04 0.04
C -1.2654 -1.8186 4.6669 -0.02 0.02 -0.01
N -0.8770 -2.4994 1.6939 0.02 0.00 0.02
C -0.5637 -3.8977 1.4149 0.02 -0.03 0.00
C -2.2007 -2.0679 1.2600 -0.04 0.04 0.02
H 3.1775 -2.1712 3.9101 0.00 0.00 -0.02
H 2.2662 -3.6789 3.7207 0.00 0.00 -0.02
H 1.5588 -2.3136 4.5967 -0.02 0.00 -0.02
H 3.3713 -1.7675 1.3715 0.00 0.00 0.02
H 1.9027 -2.0447 0.4109 -0.01 0.01 0.03
H 2.6746 -3.3908 1.2350 0.00 0.01 0.04
H 0.7405 0.7817 3.7989 -0.02 0.02 0.00
H 0.6430 -0.0315 5.3701 0.01 0.00 -0.01
H -0.7453 0.8842 4.7609 0.01 0.01 0.00
H -1.5990 -2.6945 4.1162 0.01 -0.01 0.01
H -2.1414 -1.2606 5.0002 0.01 0.00 0.01
H -0.7081 -2.1456 5.5478 0.00 -0.01 0.00
H 0.4167 -4.1538 1.8071 -0.01 0.00 0.01
H -0.5705 -4.0794 0.3382 0.00 0.02 0.00
H -1.3029 -4.5491 1.8848 -0.01 0.01 0.01
H -2.3687 -1.0225 1.5220 0.03 -0.01 -0.01
H -2.9756 -2.6624 1.7485 0.01 -0.03 -0.02
H -2.2995 -2.1865 0.1776 -0.01 -0.01 0.00
```
Positions in Å, forces in eV/Å.

As for the LUMO energy (alpha / beta): -4.57 / -7.59 eV. As for the net charge: +2. The calculation puts the HOMO-LUMO gap (alpha / beta) at 10.112 / 7.123 eV. Its total energy is -56890.3780 eV. The calculation puts the energy above the lowest of the compared OMol25 structures with the same formula, charge and spin at 0.000 eV. As for the spin multiplicity: 6.

[6]
Formula: C3H3OP
Source: the Open Molecules 2025 dataset
Level of theory: ωB97M-V with the def2-TZVPD basis set

Geometry as XYZ:
```
8
Properties=species:S:1:pos:R:3:forces:R:3
C 0.7656 -1.3497 -0.6804 -0.01 -0.46 0.24
C 0.7619 -0.2738 0.0494 -1.22 -1.24 -2.16
C -0.5190 -0.7011 -0.5311 1.18 -0.75 0.73
O -0.7155 2.0970 0.6961 0.25 -0.44 0.25
P -2.1328 -0.6715 -0.5070 0.01 1.30 0.32
H 1.2363 -2.2674 -1.0361 -0.19 0.54 0.01
H 1.1130 0.5943 0.4758 0.54 1.59 1.29
H -0.5096 2.5722 1.5332 -0.56 -0.54 -0.68
```
Positions in Å, forces in eV/Å.

As for the LUMO energy (alpha / beta): -2.53 / -2.53 eV. The calculation puts the HOMO-LUMO gap (alpha / beta) at 5.067 / 5.076 eV. Its total energy is -14487.9819 eV. The calculation puts the energy above the lowest of the compared OMol25 structures with the same formula, charge and spin at 7.040 eV.